The following is a DFT calculation (ωB97M-V/def2-TZVPD) of C18H79ClN3O27Y as an isolated structure at a distorted geometry.

Last column: Löwdin charge in e.
Atoms and positions in Å:
Y  -1.290  0.046  0.516  1.63
Cl  -1.853  -5.188  -0.751  0.64
O  -0.925  -4.408  -0.010  -0.37
O  -2.673  -2.502  3.905  -0.01
O  5.638  -5.717  -6.706  -0.20
O  -2.784  0.034  5.210  -0.02
O  -2.994  1.435  1.326  -0.10
O  -4.285  2.143  3.629  -0.02
O  -3.522  -0.480  -0.408  -0.10
O  1.047  3.819  -0.077  -0.23
O  0.657  -1.198  1.185  -0.08
O  3.254  -2.878  -0.934  -0.23
O  -0.480  1.193  -3.487  -0.01
O  -2.149  -1.980  1.410  -0.09
O  -1.168  -0.021  2.973  -0.09
O  0.676  -2.498  3.508  -0.24
O  -3.008  -5.531  -0.001  -0.33
O  -1.224  -6.396  -1.247  -0.32
O  -2.264  -4.376  -1.887  -0.37
O  -1.076  -1.506  -1.201  -0.09
O  -0.246  1.970  1.231  -0.10
O  -4.570  1.452  -2.022  -0.03
O  -5.070  3.022  0.114  -0.01
O  -1.741  1.764  -1.224  -0.10
O  -2.904  6.462  -3.063  -0.21
O  3.278  -0.722  0.617  -0.03
O  0.686  0.589  -0.882  -0.07
O  -4.764  -3.063  -0.165  -0.03
O  -0.140  3.104  3.926  -0.23
N  1.076  0.332  4.568  -0.07
N  -1.821  4.362  -1.192  -0.07
N  5.710  -4.951  -3.085  -0.07
C  2.154  -0.613  4.241  -0.17
C  0.638  4.934  -0.836  -0.15
C  -1.147  4.139  4.050  -0.04
C  5.368  -7.139  -6.853  -0.08
C  -3.172  7.586  -4.026  -0.03
C  2.037  -2.970  -1.736  -0.05
C  -1.828  4.316  -2.673  -0.17
C  -1.783  5.666  -3.450  -0.21
C  4.245  -3.801  -1.360  -0.17
C  6.243  -5.150  -4.431  -0.20
C  -0.874  5.269  -0.539  -0.13
C  1.741  -2.099  4.446  -0.14
C  1.593  1.721  4.741  -0.16
C  0.406  -3.893  3.591  -0.08
C  5.181  -5.068  -5.515  -0.24
C  0.518  2.710  5.113  -0.20
C  4.816  -3.792  -2.879  -0.17
C  2.335  3.382  -0.433  -0.08
H  5.021  -3.997  -5.640  0.11
H  -2.703  4.850  -1.132  0.10
H  0.712  4.726  -1.903  0.12
H  2.730  2.624  0.243  0.10
H  -1.058  5.185  0.532  0.12
H  -1.029  6.314  -0.807  0.12
H  0.592  1.215  -1.600  0.04
H  2.647  -2.698  4.362  0.13
H  -1.864  -0.048  3.630  0.01
H  3.477  -1.523  0.132  0.01
H  5.356  -2.861  -3.056  0.12
H  -0.209  2.381  2.094  0.04
H  -0.725  -1.325  -2.073  0.08
H  -0.870  6.201  -3.187  0.11
H  0.555  -1.973  1.738  0.05
H  1.203  5.760  -0.405  0.14
H  2.553  -0.350  3.262  0.11
H  -1.795  2.718  -1.278  -0.02
H  -0.694  5.002  4.538  0.10
H  -4.198  2.888  4.224  0.06
H  5.263  -5.810  -2.799  0.11
H  -4.928  2.142  -1.463  0.00
H  -3.553  2.086  0.902  0.03
H  6.983  -4.378  -4.642  0.12
H  -4.766  3.917  -0.037  0.07
H  -2.177  -0.143  5.928  0.08
H  5.123  -3.549  -0.765  0.12
H  -3.456  0.596  5.596  0.07
H  1.497  0.120  -1.077  0.07
H  -5.159  1.795  3.806  0.07
H  0.675  -0.028  5.422  0.11
H  3.022  4.222  -0.331  0.10
H  -1.273  -2.443  -1.212  0.04
H  1.382  -2.294  5.456  0.12
H  4.353  -7.242  -7.238  0.08
H  0.879  3.562  5.690  0.13
H  -3.916  0.206  -0.947  0.00
H  0.148  2.613  0.641  0.01
H  1.673  -3.958  -2.017  0.11
H  -1.588  4.286  3.064  0.09
H  2.413  3.120  -1.488  0.10
H  -5.679  -3.316  -0.286  0.06
H  -0.945  3.762  -2.990  0.10
H  -0.365  -0.185  3.467  0.02
H  0.023  0.467  -3.856  0.08
H  -2.232  8.134  -4.084  0.08
H  -0.340  -4.099  2.823  0.09
H  -0.561  1.819  -4.206  0.08
H  -1.744  5.487  -4.525  0.13
H  6.008  -7.572  -7.622  0.09
H  -2.256  -2.819  0.961  0.05
H  6.748  -6.090  -4.652  0.12
H  -1.450  1.491  -2.094  0.00
H  -5.248  1.301  -2.681  0.07
H  -2.710  -1.668  4.375  0.00
H  -3.954  8.298  -3.763  0.09
H  -2.344  -2.172  2.327  0.00
H  -5.883  3.124  0.607  0.09
H  3.951  -0.100  0.340  0.07
H  -4.288  -3.893  -0.139  0.00
H  1.307  -4.484  3.428  0.10
H  2.196  1.995  3.876  0.13
H  1.236  -2.382  -1.288  0.05
H  5.555  -7.748  -5.969  0.08
H  2.229  -2.518  -2.710  0.08
H  4.204  -5.488  -5.274  0.12
H  -4.107  -1.231  -0.511  0.04
H  2.947  -0.520  4.983  0.12
H  -1.856  3.785  4.798  0.08
H  2.257  1.732  5.605  0.12
H  -2.594  -3.162  4.594  0.08
H  -0.199  2.208  5.763  0.12
H  3.981  -3.822  -3.578  0.08
H  0.043  -4.233  4.561  0.09
H  1.603  -1.104  1.074  0.01
H  -3.336  7.214  -5.037  0.08
H  -2.703  3.722  -2.938  0.13
H  3.949  -4.790  -1.009  0.12
H  -3.278  1.432  2.240  0.02

Cartesian forces, eV/Å:
-0.5202 -0.5025 0.4019
0.2235 -2.4396 -3.8899
1.1376 1.3612 1.8177
-0.0405 -0.1585 0.1732
0.3836 -0.0739 -0.1783
0.1574 -0.1432 0.0695
0.4630 -0.0332 0.2579
0.0363 -0.1131 0.1130
0.5590 0.2681 0.2333
-0.3869 -1.0282 -0.0776
-0.6904 0.4344 -0.5936
-1.3674 -0.3125 -1.4759
0.3352 0.0065 -0.0191
0.4370 0.4753 -1.0061
-1.0593 0.2082 -1.2696
1.3922 0.1080 1.3153
-1.0297 0.2544 1.3765
-0.2422 1.0645 0.7606
0.0093 0.6089 0.1096
0.4062 0.3673 -0.4267
-0.1118 -0.4639 0.3620
0.1718 -0.1392 -0.5546
0.2991 0.0562 0.0692
0.1519 -2.0972 0.6034
-0.8138 0.8364 -1.1314
-0.2356 0.8927 0.4197
0.0709 0.0204 -0.2120
-0.2035 0.7547 0.0871
-0.5326 0.7557 -0.9390
0.1595 -0.0149 -0.6117
-0.8916 1.2741 -1.0791
0.2025 -0.0579 0.8016
-0.4337 -0.6706 0.8570
-2.0496 0.4374 1.2496
1.1307 -1.2940 1.2348
-0.1591 0.9623 -0.1952
1.7267 -0.9562 0.3440
0.5657 0.8164 -0.5290
1.0460 0.6729 -0.9373
-0.6835 0.0062 1.0342
1.9882 -0.2685 -0.5295
-0.4798 0.4050 -0.4813
1.5803 -0.4793 -0.1480
-0.7983 0.7338 -1.4117
0.0433 -0.9393 1.1421
0.0063 -0.2533 -0.2194
-0.0040 -0.5747 -0.6569
-0.6548 -0.1766 -0.7362
-0.9623 -0.7701 0.9270
1.0983 0.9430 -0.0083
-0.1703 -0.0164 -1.0577
-0.5694 -0.0461 1.0256
0.6292 0.3623 -0.0742
-0.5966 -0.2405 -0.1340
0.1633 0.0107 0.0784
-0.0625 0.0672 -0.2014
-0.2597 0.4223 -0.2800
-0.0524 -0.2671 -0.5062
-0.3835 0.3394 0.1907
0.1167 -1.1059 -0.6598
0.1456 0.0005 0.0808
-0.0887 -0.0754 1.0286
-0.0075 0.0816 -0.1780
0.2943 0.1075 -0.0177
-0.2903 -0.4307 0.7379
0.2562 0.4040 -0.9383
-0.0177 -0.4691 -0.0880
-0.1835 1.3961 0.9985
0.0052 0.4714 -0.6089
0.1341 0.3421 0.1092
-0.2521 0.0577 0.1728
-0.1824 0.2933 0.4828
-0.4448 0.1716 -0.4804
0.0849 0.0872 0.0401
0.0811 0.4175 -0.0739
0.2593 -0.0807 0.3509
0.0148 -0.0258 0.1437
-0.3552 0.1729 -0.1045
0.4286 -0.4825 0.3880
-0.3906 -0.1932 -0.0448
-0.0834 0.4332 0.4673
0.1835 0.2326 0.0863
-0.4873 -1.1558 0.1069
-0.1913 0.3010 0.2399
-0.2178 -0.2300 0.3816
0.3465 0.1984 -0.2308
-0.2462 0.6890 -0.6059
0.4495 0.6076 -0.7641
0.2597 -0.4007 0.8427
0.0941 0.2140 0.2592
-0.2206 -0.5037 -0.0913
-0.2339 -0.0565 -0.0426
0.1141 -0.1334 -0.2009
1.3080 0.2198 0.3849
0.1094 -0.3518 -0.2232
0.0106 0.2948 0.0467
0.1053 -0.1893 0.0549
-0.1340 0.2394 -0.3312
-0.2029 -0.1684 -0.1219
0.2605 0.5530 -0.0430
0.0147 -0.4856 -0.4848
0.0785 -0.2444 1.0977
-0.1540 -0.4564 -0.5491
-0.1581 -0.2363 -0.3052
-0.3187 0.3191 0.2676
-0.0953 -0.7064 0.6451
-0.0538 -0.2137 1.0195
-0.3921 -0.0934 0.1898
0.1713 0.2534 0.1280
0.4528 -0.6704 -0.1294
0.1259 0.0310 -0.3723
-0.3194 0.1276 -0.1090
0.2173 -0.2967 0.5149
-0.2392 0.2846 0.3608
0.2221 0.2749 -0.1832
-0.0749 -0.2300 0.6051
-0.0529 -1.1481 0.2597
0.5099 0.2637 -0.0189
-0.6367 -0.0653 -0.2099
0.4955 -0.0943 0.0610
-0.0170 -0.4414 -0.0309
-0.2490 -0.1821 0.2627
-0.2940 0.1414 -0.0768
-0.2849 0.3978 0.2684
0.7449 0.5354 -0.2324
-0.3119 -0.3619 0.1299
-0.0724 0.1159 -0.1857
-0.1354 -0.2894 -0.5415
-0.1343 0.1420 0.5802

Computed properties:
Gap between HOMO and LUMO in eV: 6.9
LUMO in eV: -4.614
Charge: +2
Total energy in eV: -93250.06939
Highest occupied orbital energy in hartree: -0.422